Entry 1:
Computed, not measured: a cluster of 3 separate species, C3H11NO3 in total in a non-equilibrium geometry, with the ωB97M-V functional and the def2-TZVPD basis.

```
! RIJCOSX wB97M-V def2-TZVPD def2/J DEFGRID3
* xyz 0 1
O 1.363 1.118 2.003
O 2.543 -0.907 0.141
O -1.868 1.243 -1.417
N -1.408 -0.042 0.352
C -0.109 -0.314 -1.770
C -1.118 0.437 -0.888
C -0.713 -1.133 1.021
H 0.953 -0.406 -1.348
H -0.625 -0.960 2.107
H 0.302 -1.144 0.561
H -0.051 0.170 -2.756
H -0.633 -1.276 -1.874
H -2.153 0.405 0.857
H 3.298 -0.318 0.217
H 1.230 0.255 1.554
H -1.226 -2.136 0.837
H 1.496 1.707 1.251
H 2.820 -1.827 0.148
*
```

**Largest force on an atom**: 1.80 eV/Å
**Highest occupied orbital energy**: -9.4 eV
**Frontier orbital gap**: 0.3530 hartree
**Relative energy (zero: lowest compared OMol25 entry of this formula, charge and spin)**: 1.044 eV
**SMILES string**: CNC(C)=O.O.O

***

Entry 2:
Computed, not measured: a cluster of 3 separate species, C3H11NO3 in total, with the ωB97M-V functional and the def2-TZVPD basis.

```
! RIJCOSX wB97M-V def2-TZVPD def2/J DEFGRID3
* xyz 0 1
O -0.498 -2.618 -1.946
O -0.440 3.191 2.313
O 0.933 -1.795 1.647
N -0.281 0.214 -1.057
C 0.162 -1.228 0.924
C 0.574 -0.022 0.111
C 0.065 1.490 -1.678
H -1.359 2.904 2.182
H -0.442 4.104 1.994
H -1.407 -2.487 -2.238
H 1.119 1.454 -1.962
H -0.068 2.325 -0.989
H 1.611 -0.185 -0.201
H 0.605 0.834 0.805
H -0.901 -1.542 0.861
H -1.229 0.275 -0.694
H -0.535 1.635 -2.571
H -0.167 -1.699 -1.873
*
```

**Largest force on an atom**: 0.63 eV/Å
**Highest occupied orbital energy**: -9.7 eV
**Frontier orbital gap**: 0.3694 hartree
**Relative energy (zero: lowest compared OMol25 entry of this formula, charge and spin)**: 1.812 eV
**SMILES string**: CNCC=O.O.O

***

Entry 3:
Computed, not measured: a cluster of 3 separate species, C3H11NO3 in total in a non-equilibrium geometry, with the ωB97M-V functional and the def2-TZVPD basis.

```
! RIJCOSX wB97M-V def2-TZVPD def2/J DEFGRID3
* xyz 0 1
O -1.736 1.441 -2.170
O 1.812 -1.238 1.563
O -2.241 -2.193 -1.469
N 1.158 0.552 -0.591
C 0.682 -0.864 1.389
C 0.423 0.454 0.677
C 0.631 1.639 1.628
H 1.986 -0.018 -0.625
H -1.928 -1.360 -1.857
H -0.164 -1.510 1.676
H -0.645 0.480 0.418
H 1.702 1.881 1.572
H -1.529 -2.758 -1.795
H 0.287 1.384 2.623
H -0.808 1.408 -1.899
H -1.731 1.155 -3.076
H 0.216 2.568 1.238
H 1.449 1.524 -0.630
*
```

**Largest force on an atom**: 1.57 eV/Å
**Highest occupied orbital energy**: -10.1 eV
**Frontier orbital gap**: 0.3929 hartree
**Relative energy (zero: lowest compared OMol25 entry of this formula, charge and spin)**: 1.720 eV
**SMILES string**: C[C@@H](N)C=O.O.O

***

Entry 4:
Computed, not measured: a cluster of 3 separate species, C3H11NO3 in total in a non-equilibrium geometry, with the ωB97M-V functional and the def2-TZVPD basis.

```
! RIJCOSX wB97M-V def2-TZVPD def2/J DEFGRID3
* xyz 1 2
O -0.228 6.827 0.748
O 3.045 -2.606 0.551
O -0.095 0.768 -1.555
N -1.466 -1.638 -0.250
C -1.697 -2.724 0.856
C 0.212 0.142 -0.534
C -0.080 -1.375 -0.612
H -1.342 -3.749 0.556
H -0.031 -1.564 -1.708
H 0.613 0.601 0.430
H -1.057 6.483 0.455
H -2.199 -1.076 -0.733
H -0.638 7.107 1.561
H 3.231 -3.328 1.212
H -2.758 -2.713 1.004
H -1.257 -2.218 1.712
H 2.710 -2.056 1.287
H 0.608 -2.194 -0.241
*
```

**Largest force on an atom**: 3.80 eV/Å
**Highest occupied orbital energy (alpha / beta)**: -13.4 / -13.4 eV
**Frontier orbital gap (alpha / beta)**: 0.3355 / 0.2006 hartree
**⟨S²⟩**: 0.76
**Relative energy (zero: lowest compared OMol25 entry of this formula, charge and spin)**: 1.866 eV

***

Entry 5:
Computed, not measured: a cluster of 3 separate species, C3H11NO3S in total in a non-equilibrium geometry, with the ωB97M-V functional and the def2-TZVPD basis.

```
! RIJCOSX wB97M-V def2-TZVPD def2/J DEFGRID3
* xyz -2 1
S -2.111 -0.511 4.450
O 2.767 1.743 -2.881
O 0.735 -0.915 -3.581
O 0.916 -0.137 -1.131
N 0.043 0.181 1.037
C -1.152 0.284 1.896
C -1.380 -0.968 2.783
C -0.055 0.471 -0.426
H -1.109 0.199 -0.694
H 0.475 -0.574 -2.647
H -1.957 -1.781 2.355
H 2.411 0.876 -3.098
H 1.117 -1.795 -3.431
H -0.387 -1.261 3.119
H -2.014 0.433 1.229
H -0.984 1.072 2.626
H 0.455 -0.741 1.123
H -0.044 1.574 -0.681
H 2.275 1.849 -2.049
*
```

**Largest force on an atom**: 1.84 eV/Å
**Highest occupied orbital energy**: 0.1 eV
**Frontier orbital gap**: 0.2170 hartree
**Relative energy (zero: lowest compared OMol25 entry of this formula, charge and spin)**: 0.906 eV

***

Entry 6:
Computed, not measured: a cluster of 3 separate species, C3H11NO3S in total in a non-equilibrium geometry, with the ωB97M-V functional and the def2-TZVPD basis.

```
! RIJCOSX wB97M-V def2-TZVPD def2/J DEFGRID3
* xyz 0 1
S -1.480 2.146 -0.276
O 4.144 1.394 4.546
O -1.457 -2.160 -1.754
O -2.884 -1.635 -4.503
N -0.448 -1.082 0.006
C -0.603 -1.440 -1.305
C 0.389 0.068 0.313
C -0.480 1.169 0.909
H 0.062 1.957 1.430
H -1.194 0.783 1.632
H 1.010 0.476 -0.484
H -0.580 2.649 -1.127
H -2.492 -2.231 -3.856
H 1.176 -0.239 1.008
H 0.257 -1.086 -1.893
H -1.226 -1.317 0.608
H 4.492 0.545 4.883
H -3.047 -2.037 -5.357
H 4.360 2.040 5.221
*
```

**Largest force on an atom**: 1.53 eV/Å
**Highest occupied orbital energy**: -9.3 eV
**Frontier orbital gap**: 0.3654 hartree
**Relative energy (zero: lowest compared OMol25 entry of this formula, charge and spin)**: 0.982 eV
**SMILES string**: O=CNCCS.O.O

***

- What is the relative energy (zero: lowest compared OMol25 entry of this formula, charge and spin) in the sixth record?
  0.982 eV

***

- Which of these has the highest largest force on an atom?
  number 4

***

- What is the relative energy (zero: lowest compared OMol25 entry of this formula, charge and spin) in the second record?
  1.812 eV

***

- What is the relative energy (zero: lowest compared OMol25 entry of this formula, charge and spin) in the fourth record?
  1.866 eV